No. 1
The following is a DFT calculation (the ωB97M-V functional and the def2-TZVPD basis) of a molecular structure, C45H40N3P2PtS4.

Summary:
HOMO level (spin up / spin down) in eV: -4.2 / -4.2
Multiplicity: 1
Energy above the lowest of the compared OMol25 structures with the same formula, charge and spin in kcal/mol: 24.1
Net charge: -1

Geometry as XYZ:
```
95
Properties=species:S:1:pos:R:3:forces:R:3:mulliken_charge:R:1
Pt -1.563007 -0.567971 -0.013840 -0.47 -0.48 -1.08 2.859
S -3.436458 0.937158 -0.895069 -0.17 -0.32 0.47 -0.631
P -1.801768 2.061630 -0.918082 1.33 0.33 0.29 1.283
C -0.496505 0.892020 -0.899455 0.10 0.35 0.08 -1.654
P 1.255642 1.206660 -1.063474 -0.49 -0.10 -0.04 2.149
S 2.377850 -0.303806 -1.573556 0.07 -0.06 0.03 -0.650
C 1.848942 2.012658 0.463721 0.13 -0.08 -0.06 -0.262
C 1.116536 2.021905 1.638193 -0.29 -0.19 -0.04 0.862
C 1.638061 2.590968 2.789354 0.07 0.00 0.11 -0.914
C 2.899859 3.157308 2.772559 0.00 0.03 0.03 -0.845
C 3.644819 3.149847 1.598893 0.03 0.04 0.01 -0.758
C 3.123539 2.578877 0.454022 0.10 -0.08 -0.04 -0.692
C 1.506493 2.545304 -2.293248 -0.07 -0.08 -0.02 -0.004
C 1.801223 2.187826 -3.604183 -0.02 -0.10 0.01 -0.830
C 1.995190 3.158331 -4.569995 -0.01 0.05 -0.09 -0.715
C 1.900760 4.502019 -4.238369 -0.01 0.03 -0.03 -0.545
C 1.627781 4.868066 -2.930472 0.00 0.06 -0.06 -0.739
C 1.441193 3.891897 -1.965770 -0.02 0.03 0.11 -0.100
C -1.814240 3.234671 -2.297689 -0.33 -0.09 0.05 0.724
C -1.464630 2.753376 -3.553379 0.06 -0.12 -0.04 -0.265
C -1.605625 3.555071 -4.671119 0.05 0.04 -0.06 -0.564
C -2.112889 4.839702 -4.544760 0.00 0.01 -0.03 -0.547
C -2.494772 5.314032 -3.299859 0.00 0.06 -0.02 -0.814
C -2.353652 4.511405 -2.179751 -0.06 0.04 0.06 -0.289
C -1.746779 3.090131 0.597661 -0.33 0.05 -0.19 0.143
C -1.021508 4.273850 0.660694 0.08 0.04 -0.07 0.449
C -0.884402 4.957910 1.856593 0.02 0.06 0.04 -1.262
C -1.474347 4.464865 3.008151 -0.01 0.01 0.05 -0.736
C -2.214326 3.292698 2.952575 0.01 0.01 0.04 -0.836
C -2.359848 2.616372 1.753654 -0.07 -0.13 -0.01 -0.870
H 0.126777 1.578317 1.660342 0.16 -0.01 0.00 0.006
H 1.052264 2.580069 3.697480 -0.04 0.01 0.07 0.533
H 3.309690 3.599971 3.670341 0.02 0.02 0.05 0.415
H 4.637174 3.580218 1.581521 0.04 0.02 0.00 0.389
H 3.716847 2.548453 -0.452248 -0.01 -0.01 -0.02 0.518
H 1.899769 1.137134 -3.846733 -0.01 -0.02 0.00 0.373
H 2.224786 2.865419 -5.585761 0.02 -0.01 -0.05 0.415
H 2.050689 5.261203 -4.994092 0.01 0.04 -0.04 0.397
H 1.570646 5.912875 -2.656463 0.00 0.06 0.01 0.425
H 1.274738 4.184921 -0.939410 -0.01 0.01 0.05 0.364
H -1.085122 1.743391 -3.650556 0.03 -0.02 0.02 0.238
H -1.315737 3.176796 -5.641682 0.01 -0.01 -0.04 0.428
H -2.219603 5.467718 -5.419033 -0.01 0.02 -0.04 0.396
H -2.909979 6.308108 -3.199239 -0.01 0.03 0.00 0.418
H -2.677198 4.878778 -1.214676 -0.01 -0.01 -0.02 0.474
H -0.556834 4.670627 -0.228948 0.03 0.02 -0.04 0.656
H -0.304029 5.870465 1.889108 0.01 0.03 0.00 0.418
H -1.360237 4.991883 3.945989 0.01 0.02 0.03 0.390
H -2.681102 2.897556 3.844260 -0.03 -0.01 0.04 0.460
H -2.942068 1.702313 1.719446 0.01 0.04 -0.02 0.629
S -1.430292 -0.677684 2.284408 0.13 -0.02 -0.02 -0.299
C -1.640618 -2.398459 2.532553 -0.16 -0.14 -0.20 0.332
C -0.890680 -3.103406 3.455757 -0.12 0.05 -0.09 -1.173
C -1.128832 -4.462517 3.631980 -0.16 0.01 -0.18 0.565
C -0.336547 -5.191606 4.568686 0.00 -0.06 0.04 -0.167
N 0.297120 -5.763357 5.337047 0.13 -0.11 0.14 -0.629
C -2.116623 -5.104080 2.866985 0.14 0.22 0.09 0.815
C -2.844197 -4.397193 1.916346 0.00 0.13 -0.01 -1.181
C -2.597621 -3.046161 1.721099 0.26 0.34 0.18 1.005
S -3.363643 -2.072932 0.495288 -0.20 -0.27 0.00 -0.644
C -2.374150 -6.500044 3.030032 0.02 -0.07 0.04 -0.128
N -2.605911 -7.618344 3.149126 -0.04 -0.21 0.01 -0.612
H -0.099256 -2.615778 4.007686 0.00 0.00 0.01 0.445
H -3.578905 -4.910520 1.311417 -0.01 -0.01 -0.01 0.459
C 1.850739 -6.116570 1.584940 0.11 0.00 0.06 -1.722
C 1.693230 -4.626908 1.438611 0.12 0.08 0.09 -0.476
C 2.406423 -3.748677 2.246154 -0.11 -0.03 -0.13 -0.840
C 2.207034 -2.377964 2.103418 0.04 -0.05 0.02 0.707
C 3.002688 -1.390331 2.909121 0.07 -0.03 0.05 -1.846
C 1.288576 -1.908379 1.187757 -0.01 0.21 -0.09 1.312
C 0.530785 -2.758996 0.368979 -0.14 -0.03 0.29 -0.200
C 0.786464 -4.134727 0.513057 -0.03 -0.15 0.21 -0.072
N -0.432286 -2.258697 -0.481552 0.30 0.48 0.03 0.117
C -0.762046 -3.007807 -1.724740 -0.20 0.05 0.18 1.518
C -1.505143 -2.128593 -2.763854 -0.06 0.34 0.10 -1.103
C 0.541736 -3.452776 -2.400177 0.11 -0.09 -0.06 -1.742
C -1.661078 -4.238352 -1.483801 -0.07 -0.01 -0.03 -1.715
H 2.733828 -6.360175 2.175370 0.01 -0.02 0.02 0.409
H 1.946087 -6.601491 0.613538 0.00 -0.03 -0.06 0.388
H 0.988929 -6.557065 2.088410 -0.06 -0.03 0.04 0.237
H 3.113394 -4.124811 2.972486 0.08 -0.06 0.10 0.291
H 3.528231 -1.881724 3.727624 0.04 -0.02 0.04 0.416
H 2.358623 -0.620186 3.327745 -0.10 0.13 0.06 0.252
H 3.741715 -0.883966 2.286096 0.04 0.02 -0.06 0.344
H 1.171245 -0.836626 1.082405 -0.08 -0.11 0.01 -0.751
H 0.248250 -4.865918 -0.069299 0.18 0.11 0.12 0.428
H -0.927724 -2.064827 -3.683845 0.04 0.00 -0.10 0.470
H -1.686851 -1.092389 -2.457776 0.14 -0.27 0.04 -0.076
H -2.477770 -2.555128 -3.002085 -0.08 -0.03 -0.03 0.287
H 1.168638 -2.584176 -2.576412 0.08 0.12 -0.04 0.267
H 0.289708 -3.910638 -3.355843 0.00 -0.06 -0.12 0.650
H 1.116639 -4.174140 -1.822872 -0.06 0.06 -0.05 0.266
H -2.652460 -3.914369 -1.189424 -0.14 0.01 0.05 0.376
H -1.288937 -4.915107 -0.720904 -0.15 0.03 -0.09 0.101
H -1.753078 -4.797381 -2.415209 0.01 -0.07 -0.13 0.634
```
Forces are in eV/Å.

***

No. 2
The following is a DFT calculation (the ωB97M-V functional and the def2-TZVPD basis) of a molecular structure, C45H40N5P2SZr.

Summary:
HOMO level in eV: -15.2
Multiplicity: 1
Net charge: +3

Geometry as XYZ:
```
94
Properties=species:S:1:pos:R:3:forces:R:3:mulliken_charge:R:1
Zr 0.032156 0.063150 0.688247 -0.56 -0.18 -0.20 -0.304
C -0.307119 -4.542522 -0.030367 0.35 0.34 0.37 -0.612
C 0.203380 -3.746890 -1.202832 1.32 0.59 0.94 -1.244
P -0.024483 -1.916712 -1.310224 -0.07 0.46 -0.96 1.930
C -1.813964 -1.761130 -1.479375 -1.41 0.46 -0.47 1.432
C -2.732399 -2.189173 -0.513566 0.19 -0.75 1.06 -0.005
C -4.127073 -2.070141 -0.618609 1.75 0.93 -2.46 -1.401
C -4.644522 -1.479344 -1.776757 0.33 1.05 0.05 -0.702
C -3.745370 -0.958891 -2.769843 -1.52 0.03 -0.09 -0.679
C -2.381716 -1.130848 -2.611321 0.02 0.20 -0.68 -0.771
C 0.661837 -1.580313 -3.001397 0.10 -0.36 0.85 0.136
C 0.365443 -2.385764 -4.106891 -1.32 -1.44 1.14 -0.403
C 1.089523 -2.366323 -5.256036 0.69 -0.65 -2.06 -0.808
C 2.251149 -1.596145 -5.319964 0.37 -0.27 -0.40 -0.599
C 2.564787 -0.793374 -4.261853 -0.57 0.07 0.92 -0.706
C 1.750746 -0.754535 -3.120066 1.45 1.87 0.65 -0.011
C 0.500021 -4.069193 1.204681 -1.16 -0.54 2.35 -1.177
P 0.094587 -2.329236 1.862200 0.25 -0.81 0.67 2.823
C 1.716985 -1.464296 1.998923 0.23 0.84 0.67 -1.498
C 2.619138 -1.425448 0.912950 0.35 -1.48 -0.72 1.545
C 3.766900 -0.610066 1.029385 -0.84 -0.65 -0.34 -0.926
C 4.048348 0.124443 2.141084 -1.54 0.00 2.68 -0.585
C 3.185919 0.080369 3.303074 -0.04 0.13 -3.01 -1.151
C 2.003089 -0.610140 3.138600 0.11 -1.04 -0.71 -0.540
C -0.620879 -2.530513 3.562062 -0.18 -0.04 0.54 0.309
C -2.027005 -2.429786 3.801812 2.14 -0.10 -2.05 -0.491
C -2.544051 -2.874085 4.966035 -3.07 0.58 -1.09 -0.697
C -1.784934 -3.344438 5.952798 1.22 -1.48 4.18 -0.578
C -0.419463 -3.472429 5.839218 0.96 1.52 -1.07 -0.742
C 0.168962 -2.999176 4.636491 -0.41 -1.37 0.16 -0.645
H -0.092275 -5.599451 -0.297266 -0.20 0.51 0.64 0.438
H -1.387935 -4.420339 0.100923 0.30 -0.26 0.14 0.249
H -0.184265 -4.050396 -2.117924 -1.00 -0.77 -1.62 0.816
H 1.262635 -4.013144 -1.267137 0.21 0.52 -0.19 0.616
H -2.377710 -2.712404 0.388299 -0.07 0.41 -0.41 -0.211
H -4.726835 -2.441396 0.145385 -1.07 -0.55 1.11 0.689
H -5.727246 -1.292606 -1.813198 0.53 -0.27 -0.40 0.443
H -4.119583 -0.412196 -3.714557 0.48 -1.11 1.76 0.379
H -1.811012 -0.785397 -3.476695 0.36 -0.13 0.61 0.057
H -0.368118 -3.197228 -3.979610 -0.03 0.68 -0.32 0.380
H 0.851076 -3.024455 -6.135747 0.07 0.64 1.21 0.396
H 2.992300 -1.679630 -6.120149 -0.64 0.00 -0.02 0.427
H 3.476942 -0.251133 -4.253927 0.57 0.57 -0.10 0.503
H 2.074814 0.004830 -2.336770 -0.64 -1.25 -0.70 0.051
H 1.596071 -4.174606 1.125793 -0.50 0.09 -0.20 0.697
H 0.189701 -4.602724 2.181516 0.56 0.26 -1.66 0.491
H 2.588804 -2.199431 0.024328 -0.18 1.81 1.84 0.100
H 4.433655 -0.610690 0.211908 0.76 0.09 -0.79 0.676
H 4.873331 0.771322 2.252007 1.14 0.41 -0.38 0.551
H 3.332690 0.745117 4.136122 0.28 -0.14 0.32 0.503
H 1.305465 -0.588427 3.935710 -0.72 -0.12 0.67 0.606
H -2.704089 -2.134139 3.022588 -0.08 0.21 -0.34 0.481
H -3.635799 -2.879530 4.989701 0.28 0.06 0.57 0.442
H -2.159496 -3.631811 6.966901 -0.27 0.17 -1.25 0.356
H 0.189044 -3.781186 6.701101 -0.25 -0.06 -0.69 0.434
H 1.211344 -3.238135 4.503851 0.39 0.40 -0.14 0.410
N -3.023260 0.889054 0.582771 0.27 -0.84 -0.31 0.129
C -4.226523 0.870655 1.143161 0.74 0.22 0.72 -0.185
C -4.007707 0.684456 2.509634 -0.07 0.11 -0.48 -1.055
C -2.633931 0.552740 2.659588 -2.17 -0.20 -0.88 -0.779
N -2.037491 0.561223 1.468028 0.87 0.93 -0.48 0.319
H -2.800318 0.980235 -0.402832 0.11 -0.10 0.08 -0.051
H -5.082576 1.016009 0.518999 -0.43 0.12 0.08 0.586
H -4.708709 0.640830 3.311278 -0.43 0.12 0.16 0.500
H -2.235013 0.451005 3.615069 1.45 -0.41 1.07 0.703
N 3.267211 6.326024 2.196703 0.57 0.43 -0.05 -0.312
C 3.302210 5.134010 2.781600 -0.17 -0.87 0.37 -0.188
S 4.148542 4.522484 4.074225 -0.37 0.85 -0.66 -0.211
C 2.448606 4.078031 2.140167 1.08 -0.39 -0.40 0.194
C 1.461422 3.421638 2.864189 -1.07 -0.29 0.45 -0.741
C 0.862736 2.317414 2.321964 0.45 0.30 -0.45 -0.121
N 1.286969 1.819387 1.103431 -2.53 -2.19 2.43 0.678
C 2.262235 2.319973 0.436062 1.96 2.49 -0.48 0.102
C 2.843356 3.521546 0.931036 -0.32 -1.43 -0.72 -0.719
H 3.867166 7.079541 2.534052 -0.20 -0.35 -0.10 0.269
H 2.869411 6.436484 1.266003 0.00 0.04 0.53 0.233
H 1.158862 3.742594 3.856340 0.14 0.15 -0.17 0.565
H 0.047301 1.818520 2.898728 0.63 0.16 -0.79 0.093
H 2.600539 1.821964 -0.504323 -0.35 0.58 0.91 0.292
H 3.691910 3.859162 0.391276 0.58 0.70 -0.30 0.680
N -0.332829 5.759199 -7.471516 0.11 1.05 -2.16 -0.342
C -0.359637 5.276411 -6.449409 -0.08 0.32 0.61 -0.126
C -0.424390 4.615525 -5.235133 -0.22 -3.88 1.14 0.626
C -0.640295 3.166278 -5.336925 0.58 1.57 -0.13 -0.936
C -0.628507 2.422603 -4.170866 -1.01 0.57 -0.35 -0.072
C -0.484404 3.019196 -2.894372 0.53 0.40 -2.38 -0.134
C -0.299328 4.403661 -2.868824 0.07 -1.33 0.38 -0.442
C -0.255898 5.189522 -3.985925 -0.15 1.24 -0.89 -0.869
C -0.401647 2.142468 -1.810493 -0.77 -0.28 1.00 0.528
C -0.475619 1.322390 -0.892804 0.27 0.05 -1.26 -0.061
H -0.747662 2.725889 -6.362231 -0.03 0.37 1.28 0.418
H -0.960744 1.412623 -4.185647 0.32 -0.92 -0.25 0.370
H -0.165941 4.757556 -1.904505 0.27 1.36 1.56 0.712
H -0.119549 6.283836 -3.960110 -0.02 -0.72 0.33 0.466
```
Forces are in eV/Å.

***

Which of these has the highest net charge? C45H40N5P2SZr

***

Look up the multiplicity of the first one. 1